The ion C11H14N with charge +1 at a distorted geometry. Source: the OMol25 dataset; level of theory: ωB97M-V/def2-TZVPD.

Bonds (Å) are listed after each position.
Atoms and positions in Å:
1 N -1.344 0.295 -0.102  C2 1.502, C5 1.540, C7 1.485, C9 1.467
2 C -0.775 -1.081 0.086  N1 1.502, C4 1.327, C10 1.873
3 C 2.311 1.300 0.324  C6 1.388, C8 1.387, H13 1.134
4 C -1.320 -2.256 0.372  C2 1.327, H17 1.064, H19 1.119
5 C -0.319 1.356 0.340  N1 1.540, C6 1.517, H16 1.149, H23 1.168
6 C 1.054 0.717 0.242  C3 1.388, C5 1.517, C10 1.422
7 C -1.756 0.530 -1.510  N1 1.485, H24 1.023, H25 1.105, H26 1.114
8 C 3.434 0.517 0.104  C3 1.387, C12 1.357, H22 1.049
9 C -2.587 0.429 0.666  N1 1.467, H14 1.143, H15 1.064, H18 1.130
10 C 1.057 -0.704 0.189  C2 1.873, C6 1.422, C11 1.361
11 C 2.116 -1.489 -0.146  C10 1.361, C12 1.386, H21 1.040
12 C 3.329 -0.821 -0.090  C8 1.357, C11 1.386, H20 1.080
13 H 2.414 2.404 0.564  C3 1.134
14 H -2.552 0.251 1.795  C9 1.143
15 H -3.308 -0.277 0.326  C9 1.064
16 H -0.447 1.791 1.396  C5 1.149
17 H -2.369 -2.432 0.339  C4 1.064
18 H -3.091 1.436 0.756  C9 1.130
19 H -0.663 -3.125 0.630  C4 1.119
20 H 4.233 -1.330 -0.391  C12 1.080
21 H 2.038 -2.491 -0.414  C11 1.040
22 H 4.416 0.860 0.249  C8 1.049
23 H -0.391 2.233 -0.427  C5 1.168
24 H -2.645 0.042 -1.643  C7 1.023
25 H -1.940 1.620 -1.508  C7 1.105
26 H -0.895 0.225 -2.147  C7 1.114

For the total energy, the calculation gives -481.9499 hartree. The HOMO energy is -0.4726 Ha. As for the SMILES: C=C1c2ccccc2C[N+]1(C)C. The value obtained for the energy above the lowest of the compared OMol25 structures with the same formula, charge and spin is 3.192 eV. Its charge is +1.

The molecule's Mulliken atomic charges, reported in e, are given here: number 1, N, carries 0.42; number 2, C, carries 0.47; number 3, C, carries -0.60; number 4, C, carries -1.01; number 5, C, carries -0.56; number 6, C, carries 0.27; number 7, C, carries -0.99; number 8, C, carries -0.43; number 9, C, carries -1.02; number 10, C, carries 0.26; number 11, C, carries -0.51; number 12, C, carries -0.45; number 13, H, carries 0.33; number 14, H, carries 0.37; number 15, H, carries 0.43; number 16, H, carries 0.34; number 17, H, carries 0.34; number 18, H, carries 0.37; number 19, H, carries 0.25; number 20, H, carries 0.37; number 21, H, carries 0.47; number 22, H, carries 0.41; number 23, H, carries 0.28; number 24, H, carries 0.42; number 25, H, carries 0.45; number 26, H, carries 0.32